# C38H57Br2F3N4O22P

A structure of composition C38H57Br2F3N4O22P in a non-equilibrium geometry (ωB97M-V/def2-TZVPD, OMol25).

Calculated values
- Multiplicity: 1
- Net charge: +1
- Energy: -248856.5751 eV

```
127
C38H57Br2F3N4O22P ωB97M-V/def2-TZVPD
C 3.53242 0.00063 2.21293
C 2.18594 0.48001 2.70313
Br 2.09507 1.07467 4.52100
C 1.09424 0.52951 1.95261
Br -0.53231 1.20233 2.72737
N 1.21252 0.11765 0.60434
C 0.81334 -0.91168 -0.15703
N 0.07698 -1.94164 0.22301
P -0.66117 -2.27558 1.79031
C -0.99010 -4.10091 1.90249
C -2.38426 -1.56745 1.65352
N 1.26616 -0.82161 -1.44855
C 1.91330 0.32746 -1.44308
C 2.61522 1.03098 -2.57439
C 2.42150 0.22111 -3.88746
C 3.49162 -0.84871 -4.05826
F 3.34109 -1.81908 -3.14710
F 4.69463 -0.30682 -3.84321
F 3.41866 -1.37945 -5.26568
N 1.92627 0.90930 -0.26738
O 2.53238 2.08239 0.02915
H 3.50526 -1.04644 1.87918
H 4.24704 0.02086 3.04272
H 3.92730 0.67310 1.44338
H -0.07975 -2.63015 -0.50832
H -0.97873 -4.42330 2.94907
H -2.01456 -4.28783 1.54597
H -0.27438 -4.68814 1.31319
H -2.28282 -0.54266 1.28633
H -2.90179 -1.62343 2.61555
H -2.93567 -2.11291 0.86949
H 3.65251 1.29307 -2.34947
H 2.08470 1.98561 -2.71816
H 2.47107 0.93854 -4.71594
H 1.39903 -0.17385 -3.88683
H 1.79531 2.69032 0.23398
C -2.31408 2.17019 9.00617
C -1.44792 1.00802 8.58720
C -0.25471 1.40831 7.76024
O -0.04548 0.24746 6.94303
C -1.24508 -0.38030 6.82545
O -1.46479 -1.26448 6.05761
O -2.15165 0.13399 7.68734
H -2.84299 2.57874 8.15654
H -3.06998 1.84139 9.72182
H -1.72105 2.95785 9.47244
H -1.14662 0.42226 9.46046
H 0.62511 1.61301 8.36822
H -0.44716 2.26481 7.11005
C -6.43811 5.57475 7.83596
C -5.11856 5.72506 7.11563
C -5.21392 5.57077 5.61935
O -3.91980 5.05414 5.28209
C -3.44948 4.40651 6.37483
O -2.48902 3.69984 6.37636
O -4.21328 4.66279 7.46285
H -6.77918 4.53896 7.81022
H -6.32868 5.84450 8.88659
H -7.20217 6.21555 7.39541
H -4.64665 6.67340 7.38601
H -5.39273 6.51685 5.11288
H -5.97178 4.84899 5.30508
C 3.64476 -5.15652 5.32500
C 2.55989 -5.73563 4.44721
C 2.65956 -7.22701 4.24920
O 2.07708 -7.40358 2.95224
C 2.24741 -6.24506 2.27339
O 2.05067 -6.11189 1.10649
O 2.67115 -5.25214 3.09775
H 4.60949 -5.17944 4.81633
H 3.43126 -4.11089 5.55048
H 3.72227 -5.70092 6.26626
H 1.57458 -5.45229 4.82846
H 2.10193 -7.78506 4.99844
H 3.68850 -7.59382 4.22368
C -0.83300 -1.18980 -6.46629
C -1.63611 -1.34252 -5.19581
C -3.12397 -1.21344 -5.39232
O -3.55505 -0.69410 -4.12527
C -2.51029 -0.02674 -3.58812
O -2.58284 0.68396 -2.63235
O -1.36721 -0.26677 -4.27543
H -0.84968 -0.16057 -6.81612
H 0.21301 -1.44168 -6.28312
H -1.20771 -1.84180 -7.25564
H -1.38232 -2.28338 -4.69919
H -3.60205 -2.16859 -5.59740
H -3.39880 -0.50208 -6.17480
C 6.48118 -2.92633 -2.36481
C 6.65397 -4.39980 -2.07604
C 5.65932 -4.95153 -1.08471
O 6.39143 -6.01397 -0.47182
C 7.71408 -5.70498 -0.57423
O 8.58208 -6.27423 -0.00282
O 7.90132 -4.65221 -1.41651
H 6.77514 -2.32437 -1.50308
H 7.12406 -2.62487 -3.19270
H 5.45105 -2.69685 -2.62898
H 6.64080 -4.97206 -3.00795
H 4.76004 -5.33385 -1.56442
H 5.37326 -4.23176 -0.31200
C -2.76809 3.75405 -2.97069
C -3.19359 4.84456 -2.01581
C -4.14934 4.38041 -0.94516
O -4.90384 5.56347 -0.67160
C -4.87653 6.32958 -1.79729
O -5.55679 7.28276 -1.97700
O -3.96491 5.84915 -2.68707
H -3.59361 3.46044 -3.62017
H -1.96793 4.11366 -3.62127
H -2.40752 2.87909 -2.43557
H -2.31472 5.32896 -1.57839
H -3.63628 4.03872 -0.04760
H -4.83282 3.59807 -1.28509
C -1.05944 3.27026 -10.92062
C -1.18021 2.15714 -9.90597
C 0.11076 1.82801 -9.19805
O -0.04865 0.43621 -8.89640
C -0.90478 -0.07778 -9.82473
O -1.10148 -1.23803 -9.97882
O -1.49472 0.90962 -10.54193
H -0.48792 2.94276 -11.78981
H -2.04571 3.56035 -11.28306
H -0.58157 4.14921 -10.48667
H -1.97675 2.38278 -9.19057
H 0.24219 2.40544 -8.28409
H 0.99571 1.95038 -9.82728
```

# C38H57ClN3O14P

A cluster of 4 separate species, C38H57ClN3O14P in total in a non-equilibrium geometry (ωB97M-V/def2-TZVPD, OMol25).

Calculated values
- Multiplicity: 1
- SMILES string: CCCCNN1C(=O)c2c(CCCCCCOC(C)=O)c(C[C@H]3CO3)c(CCCCl)c([PH2]=N)c2C1=O.C[C@@H]1COC(=O)O1.C[C@@H]1COC(=O)O1.C[C@@H]1COC(=O)O1
- ΔE to the lowest compared entry with this formula, charge and spin: 11.8287 eV

```
114
C38H57ClN3O14P ωB97M-V/def2-TZVPD
C 3.83608 -5.90909 -0.84422
C 2.21118 -5.66141 -1.10270
C 1.92939 -4.94900 -2.58135
C 2.49435 -3.41290 -2.50825
N 1.40274 -2.34338 -2.72216
N 1.97492 -1.17121 -3.20137
C 1.02321 0.03456 -3.35052
O 0.31644 0.42687 -4.42402
C 1.09150 0.73471 -1.87362
C 0.08768 1.72824 -1.04677
C -1.30338 2.24764 -1.74473
C -2.22672 1.07138 -2.41897
C -3.56831 0.67295 -1.53119
C -4.71271 1.84568 -1.47842
C -6.17520 1.11018 -1.36187
C -6.33764 0.08210 -0.09590
O -7.01818 -1.14541 -0.56806
C -6.32861 -2.35652 -0.09747
C -6.04956 -2.72519 1.50044
O -5.88699 -3.29613 -0.97881
C 0.56406 2.17557 0.49390
C -0.50926 3.16727 1.27562
C -0.40084 4.75392 0.46905
C -0.80724 6.09477 1.49459
O 0.71469 5.70867 1.00543
C 2.00600 1.66419 1.17180
C 2.44438 2.10748 2.71445
C 3.95039 2.73317 2.83097
C 4.05447 4.20579 3.53653
Cl 3.10848 4.40216 5.11653
C 2.97726 0.65115 0.26116
P 4.65049 -0.07449 0.88250
N 4.48496 -0.89922 2.27454
C 2.51672 0.22331 -1.25196
C 3.21419 -0.69067 -2.41830
O 4.51578 -0.91576 -2.65888
H 4.11145 -7.06449 -0.77438
H 4.50601 -5.37127 -1.65555
H 4.07053 -5.46054 0.21320
H 1.61350 -6.66173 -0.98643
H 1.86470 -4.86392 -0.30198
H 2.60965 -5.55408 -3.34882
H 0.82293 -5.05524 -2.94614
H 3.33278 -3.32580 -3.35244
H 3.00985 -3.29680 -1.44057
H 0.74058 -2.77778 -3.40270
H -0.97463 2.98173 -2.62696
H -2.00504 2.87839 -1.05357
H -2.54328 1.48173 -3.49460
H -1.66553 0.05842 -2.62337
H -3.20927 0.36704 -0.45712
H -4.00728 -0.30231 -2.04328
H -4.48857 2.56058 -0.57411
H -4.66005 2.42363 -2.52125
H -6.98513 1.97041 -1.20456
H -6.48197 0.50989 -2.34545
H -7.01990 0.58366 0.74055
H -5.33804 -0.23656 0.42225
H -5.07450 -2.17014 1.89993
H -5.98406 -3.89007 1.65588
H -6.98522 -2.28936 2.08663
H -0.24698 3.37680 2.39330
H -1.62990 2.88684 1.09254
H -0.74821 4.81685 -0.73476
H -1.05870 7.09710 0.92972
H -0.60351 5.97035 2.64178
H 1.68712 2.83574 3.22744
H 2.42196 1.10672 3.36475
H 4.61809 1.91392 3.38549
H 4.39782 2.80611 1.74116
H 5.20501 4.35811 3.81794
H 3.82900 5.02250 2.71570
H 5.56581 1.03079 1.01341
H 5.13222 -1.03025 -0.11762
H 3.47385 -0.85167 2.60160
C 7.43775 5.37499 8.95827
C 6.77611 4.26460 8.16791
C 7.59732 3.01388 8.07685
O 7.12471 2.42982 6.87562
C 6.68485 3.46061 6.09255
O 6.38290 3.35618 4.91734
O 6.63313 4.62833 6.80460
H 7.48099 5.12796 10.02315
H 8.45645 5.56349 8.60226
H 6.88567 6.31314 8.83531
H 5.77474 4.06363 8.56781
H 7.43504 2.34295 8.92438
H 8.67162 3.20201 7.96923
C -11.91845 3.47800 -1.88206
C -10.58452 3.94173 -1.33344
C -9.65430 2.82183 -0.97636
O -8.83676 3.41442 0.01757
C -9.59453 4.38468 0.61221
O -9.28609 4.97518 1.63170
O -10.74980 4.60148 -0.08894
H -11.80275 3.03612 -2.87615
H -12.38317 2.73678 -1.22278
H -12.61771 4.31865 -1.94825
H -10.11778 4.65008 -2.02874
H -9.05245 2.48942 -1.82609
H -10.16044 1.95574 -0.53499
C 2.28374 -8.66635 -6.54422
C 3.61767 -8.20261 -5.99561
C 4.54789 -9.32251 -5.63853
O 5.36543 -8.72993 -4.64459
C 4.60766 -7.75966 -4.04996
O 4.91610 -7.16916 -3.03047
O 3.45239 -7.54287 -4.75111
H 2.39944 -9.10823 -7.53831
H 1.81902 -9.40757 -5.88494
H 1.58448 -7.82570 -6.61042
H 4.08441 -7.49426 -6.69091
H 5.14974 -9.65493 -6.48826
H 4.04175 -10.18860 -5.19715
```

# C38H58BClN6NiO3S

A structure of composition C38H58BClN6NiO3S (ωB97M-V/def2-TZVPD, OMol25).

Calculated values
- Multiplicity: 1
- ΔE to the lowest compared entry with this formula, charge and spin: 0.0000 eV

```
109
C38H58BClN6NiO3S ωB97M-V/def2-TZVPD
Ni 0.21091 -0.42378 -0.98058
C 5.05728 -1.85235 -1.53022
C 3.55477 -1.58950 -1.53632
C 3.10809 -1.00977 -2.87921
C 3.16281 -0.69586 -0.39296
C 3.93360 -0.25386 0.68706
C 3.11184 0.56111 1.44390
C 3.49822 1.25703 2.72109
C 2.62261 0.85528 3.91091
C 3.61035 2.77707 2.57516
N 1.91075 0.61296 0.83589
N 1.95242 -0.16584 -0.28862
B 0.62726 1.42701 1.16255
N 0.22650 2.20252 -0.10706
N 0.18785 1.46069 -1.23526
C 0.12147 2.28360 -2.27832
C 0.05474 3.59847 -1.79806
C 0.13330 3.50550 -0.41840
C 0.13159 4.59883 0.60771
C 1.42400 5.41491 0.52217
C -1.09641 5.49355 0.43760
C 0.26071 1.80605 -3.69872
C -0.50460 0.51788 -3.97861
C -0.13229 2.89833 -4.68814
N -1.60822 0.48975 0.77560
N -1.75509 -0.30330 -0.30902
C -3.05850 -0.24994 -0.59981
C -3.71588 0.60003 0.30459
C -2.74913 1.05970 1.18069
C -2.78833 2.02715 2.32545
C -4.06395 2.86137 2.27386
C -2.63171 1.33938 3.68280
C -3.71709 -1.03509 -1.70096
C -4.37822 -0.10920 -2.72442
C -2.79201 -2.05025 -2.35825
H 5.32358 -2.50912 -2.35914
H 5.61999 -0.92230 -1.64103
H 5.37159 -2.33653 -0.60519
H 3.04966 -2.54569 -1.38434
H 3.58195 -0.04058 -3.05654
H 3.39033 -1.68142 -3.69180
H 2.02675 -0.87925 -2.91517
H 4.95709 -0.50361 0.90672
H 4.50604 0.88433 2.92401
H 1.59250 1.18816 3.78106
H 2.60712 -0.22748 4.03077
H 3.01359 1.30799 4.82454
H 2.63081 3.23942 2.45973
H 4.07658 3.19991 3.46709
H 4.22173 3.04446 1.71140
H 0.82206 2.17133 2.07551
H -0.02606 4.49969 -2.38077
H 0.08140 4.12722 1.59094
H 1.48493 5.92665 -0.44069
H 1.45434 6.16903 1.31036
H 2.30202 4.77635 0.62102
H -1.08111 5.99314 -0.53309
H -2.01992 4.91602 0.50389
H -1.11363 6.26417 1.20980
H 1.32678 1.59098 -3.83746
H -1.57644 0.67246 -3.85580
H -0.32181 0.18721 -5.00227
H -0.19659 -0.29410 -3.31731
H -1.18151 3.17580 -4.56348
H 0.47612 3.79388 -4.56092
H 0.00307 2.54332 -5.71019
H -4.76314 0.85075 0.30747
H -1.92881 2.69436 2.19011
H -4.94371 2.23000 2.41598
H -4.05745 3.60469 3.07149
H -4.16609 3.37980 1.31948
H -3.46875 0.66226 3.86851
H -1.70514 0.76856 3.72729
H -2.61774 2.08770 4.47705
H -4.52207 -1.58969 -1.20624
H -3.63671 0.50643 -3.23332
H -4.90790 -0.69513 -3.47723
H -5.09487 0.56082 -2.24781
H -1.97976 -1.55986 -2.89456
H -2.33613 -2.71125 -1.62230
H -3.35436 -2.65367 -3.07274
Cl 0.17718 -8.48860 -3.55911
C 0.35798 -6.96397 -2.73979
C -0.15449 -5.81707 -3.32316
C -0.00886 -4.60525 -2.66524
C 0.64610 -4.54220 -1.44070
C 1.15474 -5.70494 -0.87413
C 1.01159 -6.92315 -1.51812
C 0.82722 -3.23944 -0.70479
O 1.48545 -3.19879 0.32049
O 0.21539 -2.24220 -1.26396
H -0.65952 -5.87768 -4.27747
H -0.40634 -3.69745 -3.09843
H 1.66427 -5.63329 0.07770
H 1.40026 -7.83402 -1.08417
O -0.46183 0.43630 1.48516
S 0.74056 -2.41222 3.28023
C -0.22701 -1.91698 4.73954
C -1.60427 -2.54795 4.56493
C -1.95035 -2.39542 3.08764
C -0.73084 -2.83771 2.28433
H -0.29808 -0.82745 4.78419
H 0.27760 -2.26185 5.64126
H -2.34635 -2.07972 5.21610
H -1.55178 -3.60870 4.82387
H -2.15709 -1.34616 2.87057
H -2.83605 -2.97116 2.81013
H -0.66504 -2.32679 1.32741
H -0.73039 -3.91279 2.10660
```

# C38H59BBrNO12

A cluster of 7 separate species, C38H59BBrNO12 in total in a non-equilibrium geometry (ωB97M-V/def2-TZVPD, OMol25).

Calculated values
- Multiplicity: 1
- Energy: -137134.5647 eV
- SMILES string: CC(=O)N(C(C)=O)C1=CC(=O)c2c(Br)cc(B(O)O)cc2C1=O.C1CCOC1.C1CCOC1.C1CCOC1.C1CCOC1.C1CCOC1.C1CCOC1

```
112
C38H59BBrNO12 ωB97M-V/def2-TZVPD
C -0.41434 1.38105 4.21098
C 0.20687 0.90997 2.79235
O 1.27590 1.42728 2.40590
N -0.57707 -0.12153 2.06427
C -1.18470 0.39976 0.81235
C -2.29390 -0.56541 0.12832
O -0.87309 1.47477 0.25859
C 0.25651 -1.27748 1.63696
C 0.12403 -2.46168 2.42856
C 0.96398 -3.76920 1.98877
O 1.48074 -4.55100 2.81311
C 1.10088 -3.95380 0.39066
C 1.07041 -5.32380 -0.32277
Br 0.83874 -6.99511 0.70815
C 1.19730 -5.37885 -1.88407
C 1.39898 -4.08888 -2.75008
B 1.55054 -4.11225 -4.37150
O 1.71445 -2.89846 -5.15865
O 1.55432 -5.35884 -5.13235
C 1.42735 -2.70341 -2.00746
C 1.25808 -2.64760 -0.47518
C 1.23269 -1.25947 0.34450
O 1.88302 -0.24773 -0.00747
H 0.04214 2.35960 4.56805
H -1.54546 1.55877 4.04044
H -0.33731 0.56104 5.00529
H -3.14537 0.08325 -0.28562
H -1.81731 -1.25979 -0.65391
H -2.70011 -1.27338 0.94844
H -0.57153 -2.53173 3.32540
H 1.13510 -6.40516 -2.36665
H 1.03254 -2.25871 -4.84853
H 0.67000 -5.48413 -5.54057
H 1.56626 -1.69235 -2.56487
C -3.84190 1.44471 -4.50218
C -3.89734 -0.06088 -4.62970
C -3.34481 -0.51140 -3.29168
O -3.69929 0.49606 -2.33443
C -4.18259 1.65002 -3.04006
H -4.52273 1.96831 -5.17527
H -2.82430 1.79671 -4.70198
H -4.93766 -0.38640 -4.73306
H -3.33179 -0.45154 -5.47759
H -2.25144 -0.58090 -3.31598
H -3.74834 -1.47637 -2.97499
H -5.26547 1.70513 -2.88916
H -3.72690 2.55190 -2.62567
C -2.63592 5.31367 5.69797
C -3.93438 5.39283 4.92782
C -4.01265 4.01616 4.29889
O -3.35153 3.11063 5.19454
C -2.64218 3.87659 6.18002
H -2.56383 6.03572 6.51302
H -1.79162 5.47676 5.02000
H -4.76925 5.53435 5.62209
H -3.96137 6.19917 4.19293
H -3.48284 3.98610 3.34064
H -5.04195 3.68682 4.13830
H -3.17949 3.77884 7.12954
H -1.63523 3.47217 6.30592
C 6.02213 2.61162 4.15613
C 5.01710 2.84513 3.04970
C 3.74395 3.10380 3.83010
O 4.13427 3.71054 5.07139
C 5.55474 3.58795 5.21802
H 7.05728 2.77697 3.85189
H 5.93382 1.58508 4.52718
H 5.29415 3.73814 2.47949
H 4.92731 2.00997 2.35313
H 3.22368 2.16964 4.06254
H 3.05385 3.76354 3.29973
H 5.99431 4.58001 5.06584
H 5.79243 3.25336 6.23047
C 5.75243 -8.55001 -0.53903
C 5.60216 -7.36616 0.39035
C 4.75720 -6.41970 -0.43909
O 3.92931 -7.23300 -1.28171
C 4.40068 -8.58576 -1.22424
H 5.99509 -9.48286 -0.02709
H 6.53890 -8.34781 -1.27376
H 5.05334 -7.66724 1.28875
H 6.55189 -6.92787 0.70169
H 5.38048 -5.79285 -1.08585
H 4.12931 -5.76980 0.17548
H 3.67685 -9.16838 -0.64357
H 4.45202 -9.00042 -2.23354
C 5.11552 0.47369 -4.08753
C 4.05436 0.92607 -5.06677
C 2.90911 -0.00905 -4.73711
O 3.01401 -0.32934 -3.34849
C 4.28963 0.11795 -2.86649
H 5.87571 1.22935 -3.88279
H 5.61626 -0.42122 -4.47174
H 3.76543 1.96029 -4.85231
H 4.36671 0.86931 -6.11089
H 2.98616 -0.94554 -5.29681
H 1.93292 0.44023 -4.93910
H 4.11924 0.99364 -2.23168
H 4.75084 -0.66568 -2.26157
C -7.79582 4.35346 -0.03032
C -8.61268 5.05046 -1.09526
C -7.75754 4.84862 -2.33074
O -7.06111 3.60713 -2.15538
C -7.21710 3.17961 -0.79514
H -8.37795 4.04851 0.84097
H -6.98975 5.01218 0.30959
H -9.57377 4.54050 -1.21856
H -8.80970 6.10217 -0.88054
H -7.00893 5.64186 -2.43014
H -8.34901 4.81108 -3.24851
H -7.90278 2.32527 -0.78911
H -6.25232 2.85468 -0.39892
```